(1)
Below is a molecular structure, C4H5OP at a distorted geometry, with properties calculated with ωB97M-V/def2-TZVPD.

The geometry in XYZ format:
```
11
Properties=species:S:1:pos:R:3:forces:R:3
C 0.709 -0.401 -0.020 -2.37 -2.41 -1.59
C -0.714 -0.975 0.186 -0.22 -3.73 -1.26
C 0.051 0.898 0.393 -1.96 0.68 -4.47
C -1.243 0.128 0.566 0.10 2.68 1.29
O 1.200 -0.614 -1.381 -0.45 -0.59 1.89
P 1.663 0.556 -2.338 0.54 1.07 -1.02
H 1.344 -0.880 0.685 1.19 0.05 0.37
H -1.307 -1.919 0.127 1.33 0.25 -0.17
H 0.497 1.202 1.222 1.75 2.35 3.65
H -0.018 1.643 -0.469 0.45 -0.63 1.39
H -2.181 0.361 1.029 -0.36 0.25 -0.08
```
Forces are in eV/Å.

Calculated values
gap between HOMO and LUMO (spin up / spin down) = 8.50 / 10.03 eV
ΔE to the lowest compared entry with this formula, charge and spin = 58.63 kJ/mol
F_max = 4.92 eV/Å
multiplicity = 3
LUMO (spin up / spin down) = 1.084 / -0.315 eV

=====

(2)
Below is 2 unconnected molecules or ions with the total composition C5H11NO2 at a distorted geometry, with properties calculated with ωB97M-V/def2-TZVPD.

The geometry in XYZ format:
```
19
Properties=species:S:1:pos:R:3:forces:R:3
O 1.228 -1.447 -1.841 0.17 0.36 0.18
C 0.641 -1.739 -0.832 -0.16 -0.83 -0.71
C -0.881 -1.763 -0.788 0.91 0.23 -0.32
N -1.356 -2.980 -0.155 -1.05 0.03 -0.60
H 1.186 -2.086 0.061 -0.12 -0.03 0.16
H -1.139 -0.871 -0.210 -0.46 -0.23 0.26
H -1.181 -1.606 -1.835 -0.20 0.04 0.23
H -2.355 -2.859 0.013 0.18 0.11 0.54
H -1.421 -3.682 -0.893 0.57 -0.20 0.19
C -0.663 1.655 -0.308 -0.51 -0.19 -0.72
C 0.469 1.567 0.481 2.16 -0.35 2.41
O 1.107 0.425 0.619 -0.82 0.72 -1.27
C 1.012 2.664 1.335 -0.42 0.42 -0.61
H -1.346 2.486 -0.192 0.07 -0.03 -0.07
H -0.801 0.913 -1.078 -0.23 -0.02 -0.14
H 2.002 0.541 0.980 -0.07 -0.05 0.32
H 0.384 3.551 1.256 0.18 -0.02 0.21
H 1.087 2.308 2.364 -0.19 0.03 0.07
H 2.028 2.925 1.025 -0.03 0.00 -0.14
```
Forces are in eV/Å.

Calculated values
gap between HOMO and LUMO (spin up / spin down) = 8.29 / 4.51 eV
ΔE to the lowest compared entry with this formula, charge and spin = 216.80 kJ/mol
net charge = +1
F_max = 3.26 eV/Å
multiplicity = 2
LUMO (spin up / spin down) = -4.655 / -8.431 eV

=====

(3)
Below is a molecular structure, C27H29AlNOPS2, with properties calculated with ωB97M-V/def2-TZVPD.

The geometry in XYZ format:
```
62
Properties=species:S:1:pos:R:3:forces:R:3
Al 1.050 -1.222 1.014 0.34 -0.19 -0.07
O 0.205 -2.848 1.181 -0.03 0.02 0.11
C -0.583 -2.219 0.192 0.12 -0.13 -0.13
C -1.857 -1.772 0.380 -0.29 0.12 0.01
C -2.883 -2.372 1.207 0.09 -0.04 0.00
C -4.174 -1.946 1.095 -0.12 -0.07 0.06
C -4.562 -0.835 0.297 0.05 0.01 -0.01
C -3.538 -0.051 -0.232 -0.12 0.07 0.01
C -2.218 -0.457 -0.168 0.20 -0.14 -0.04
P -0.771 0.591 -0.061 -0.25 0.31 0.21
C -1.528 2.143 0.658 0.03 -0.09 -0.07
C -1.830 3.320 -0.024 0.02 0.04 -0.03
C -2.392 4.410 0.633 -0.01 0.00 0.02
C -2.659 4.344 1.991 -0.01 0.02 0.04
C -2.355 3.178 2.688 -0.02 0.03 0.00
C -1.794 2.098 2.029 -0.03 0.02 0.05
C -0.328 1.285 -1.693 -0.01 -0.08 -0.04
C 0.908 1.905 -1.853 0.00 0.01 -0.05
C 1.269 2.450 -3.077 0.01 0.01 0.00
C 0.397 2.383 -4.157 0.04 0.03 -0.03
C -0.838 1.767 -4.005 0.01 -0.01 0.01
C -1.197 1.223 -2.780 0.00 -0.04 0.03
H -2.623 -3.198 1.860 0.02 0.01 0.01
H -4.938 -2.466 1.673 -0.01 0.03 -0.01
H -5.594 -0.508 0.260 -0.01 0.00 0.00
H -3.776 0.942 -0.613 0.01 -0.01 -0.01
H -1.628 3.394 -1.086 0.00 -0.01 0.00
H -2.621 5.312 0.074 -0.01 0.01 0.01
H -3.098 5.192 2.506 0.00 0.00 0.00
H -2.551 3.109 3.752 -0.01 0.03 0.00
H -1.554 1.198 2.586 0.01 -0.02 -0.04
H 1.601 1.930 -1.019 0.00 -0.01 0.02
H 2.243 2.914 -3.189 0.00 0.00 -0.03
H 0.684 2.804 -5.115 0.00 -0.01 0.00
H -1.521 1.701 -4.845 0.00 0.01 -0.01
H -2.149 0.719 -2.652 -0.01 0.00 0.00
C 3.265 -0.148 4.870 0.05 0.00 0.10
C 2.859 -0.353 3.427 -0.01 0.04 -0.11
S 1.119 -0.337 3.151 -0.06 -0.03 0.03
C 3.758 -0.523 2.444 -0.10 0.04 -0.03
C 5.243 -0.526 2.674 0.07 0.01 0.04
S 3.288 -0.770 0.759 0.07 -0.05 -0.02
H 2.383 -0.159 5.508 -0.01 0.00 0.00
H 3.771 0.811 5.021 0.00 0.02 -0.01
H 3.938 -0.935 5.222 0.00 0.00 -0.01
H 5.503 -0.306 3.711 0.01 0.00 0.01
H 5.734 0.218 2.039 -0.02 0.02 -0.02
H 5.678 -1.495 2.409 -0.02 -0.02 0.00
C 1.813 -3.393 -1.438 -0.06 -0.12 0.03
C 0.767 -2.345 -1.850 0.07 0.09 -0.05
C 1.405 -1.400 -2.870 0.08 -0.04 -0.03
C -0.413 -3.068 -2.503 0.00 0.07 -0.11
N 0.301 -1.520 -0.726 -0.07 0.02 0.12
H 2.107 -4.001 -2.303 0.00 -0.01 -0.01
H 1.399 -4.040 -0.665 0.01 -0.02 0.01
H 2.706 -2.918 -1.030 0.00 0.04 0.00
H 1.884 -1.962 -3.681 -0.02 -0.01 0.01
H 2.164 -0.787 -2.380 0.03 0.01 0.02
H 0.659 -0.732 -3.300 -0.03 0.02 -0.01
H -0.092 -3.549 -3.434 -0.01 -0.01 -0.01
H -1.212 -2.355 -2.724 0.00 0.02 0.00
H -0.825 -3.825 -1.835 0.01 -0.01 0.03
```
Forces are in eV/Å.

Calculated values
gap between HOMO and LUMO = 3.81 eV
ΔE to the lowest compared entry with this formula, charge and spin = 0.00 kJ/mol
net charge = -2
F_max = 0.45 eV/Å
multiplicity = 1
LUMO = 4.781 eV